1.
Computed, not measured: the ion C4H11INO with charge +1, with wB97M-V/def2-TZVPD.

Atoms and positions in Å:
C: 0.773 1.269 1.241
C: 0.839 1.149 -1.195
C: 0.572 -1.005 0.182
C: -1.809 -1.490 -0.337
N: -0.704 -1.579 0.508
O: 0.267 0.555 0.019
I: -2.713 0.479 -0.762
H: 1.795 0.980 1.417
H: 0.699 2.391 1.199
H: 0.152 1.067 2.135
H: 0.778 0.394 -1.953
H: 0.204 1.999 -1.505
H: 1.904 1.630 -0.889
H: 1.474 -1.337 0.736
H: 0.794 -1.360 -0.848
H: -2.648 -2.006 -0.020
H: -1.464 -1.901 -1.352
H: -0.913 -1.235 1.424

Atoms 1-6, force components in eV/Å:
-0.90 1.34 0.93
1.78 2.47 0.81
-2.35 -2.00 -2.77
1.64 0.46 -3.91
2.55 1.18 2.02
2.12 0.18 1.61

Output
E_HOMO ... -0.477 Eh
Max |F| ... 0.0828 hartree/bohr
HOMO-LUMO gap ... 9.8 eV
M ... 216.0 u
Total charge ... +1
ΔE to the lowest compared entry with this formula, charge and spin ... 70.1 kcal/mol

---

2.
Computed, not measured: a cluster of 2 separate species, C4H7N5 in total, with wB97M-V/def2-TZVPD.

Atoms and positions in Å:
C: -2.648 -0.911 0.121
C: 2.048 0.237 -0.332
C: 0.968 -0.707 0.353
C: 0.769 0.782 0.192
N: -4.002 -1.022 -0.064
N: -2.529 0.419 0.302
N: -4.618 0.225 -0.148
N: -3.739 1.065 0.073
N: -0.058 1.731 -0.003
H: 3.012 0.450 0.149
H: 2.332 0.204 -1.327
H: 0.136 -1.309 -0.244
H: 1.199 -1.078 1.248
H: -4.668 -1.719 -0.352
H: -1.677 0.991 0.426
H: 0.431 2.492 -0.482

Atoms 1-6, force components in eV/Å:
-0.47 -0.62 0.47
-0.22 -0.03 2.28
-2.74 2.26 -4.61
0.66 -0.65 -1.55
0.26 1.77 -0.49
-1.69 -0.86 -0.75

Output
E_HOMO ... -0.343 Eh
Max |F| ... 0.1132 hartree/bohr
HOMO-LUMO gap ... 10.1 eV
M ... 125.1 u
ΔE to the lowest compared entry with this formula, charge and spin ... 145.7 kcal/mol

---

3.
Computed, not measured: a structure of composition C29H41BIMoN7S3Se, with wB97M-V/def2-TZVPD.

Atoms and positions in Å:
Mo: 2.776 -1.899 0.862
C: 3.354 -1.088 -3.763
C: 2.720 -0.332 -2.640
C: 2.665 1.017 -2.586
C: 2.125 1.702 -1.447
N: 1.611 1.053 -0.444
N: 1.576 -0.313 -0.534
B: 0.744 -1.014 0.584
N: 0.233 -0.095 1.685
N: -0.828 0.686 1.339
C: -1.378 1.380 2.294
C: -0.904 1.300 3.640
C: 0.151 0.526 3.977
C: 0.677 0.396 5.373
C: 0.755 -0.194 2.903
S: 2.099 -1.211 3.163
C: -2.556 2.283 1.970
C: -3.760 1.834 2.809
C: -2.168 3.727 2.325
C: -2.920 2.214 0.494
N: -0.309 -1.978 0.049
N: -1.138 -1.526 -0.906
C: -2.039 -2.370 -1.349
C: -2.166 -3.664 -0.771
C: -1.304 -4.112 0.183
C: -1.360 -5.487 0.775
C: -0.278 -3.207 0.548
S: 1.084 -3.613 1.521
C: -2.902 -1.887 -2.514
C: -3.822 -2.998 -3.023
C: -3.743 -0.696 -2.046
C: -1.975 -1.439 -3.650
C: 2.145 -1.028 -1.534
S: 2.186 -2.735 -1.343
C: 2.088 3.223 -1.374
C: 0.808 3.671 -2.096
C: 3.311 3.829 -2.073
C: 2.048 3.686 0.082
H: 3.906 -0.412 -4.412
H: 4.029 -1.857 -3.385
H: 2.595 -1.595 -4.363
H: 3.088 1.599 -3.392
H: -1.415 1.865 4.409
H: 0.108 1.023 6.056
H: 0.612 -0.639 5.714
H: 1.726 0.691 5.424
H: -3.573 1.899 3.883
H: -4.614 2.477 2.591
H: -4.044 0.806 2.572
H: -1.955 3.856 3.388
H: -1.292 4.050 1.757
H: -2.995 4.393 2.077
H: -3.164 1.198 0.189
H: -3.790 2.847 0.315
H: -2.104 2.569 -0.136
H: -2.941 -4.327 -1.130
H: -2.197 -6.049 0.367
H: -0.436 -6.032 0.571
H: -1.471 -5.438 1.860
H: -4.546 -3.317 -2.270
H: -4.391 -2.620 -3.873
H: -3.265 -3.873 -3.368
H: -4.412 -0.970 -1.227
H: -3.096 0.115 -1.716
H: -4.353 -0.335 -2.875
H: -1.358 -2.266 -4.011
H: -2.579 -1.083 -4.486
H: -1.322 -0.627 -3.328
H: 0.831 3.406 -3.156
H: -0.076 3.218 -1.647
H: 0.717 4.756 -2.027
H: 3.305 3.674 -3.153
H: 3.306 4.908 -1.915
H: 4.250 3.445 -1.668
H: 1.198 3.263 0.619
H: 2.964 3.415 0.614
H: 1.960 4.772 0.101
Se: 5.561 -4.930 3.331
C: 4.567 -3.890 2.447
N: 3.871 -3.146 1.796
I: 5.259 -0.701 -0.153
C: 3.929 -0.225 1.449
H: 3.506 0.766 1.307
H: 4.490 -0.321 2.369

Atoms 1-6, force components in eV/Å:
0.83 -0.36 0.35
-0.07 0.01 0.03
-0.01 -0.22 -0.08
-0.03 0.35 0.09
0.05 0.10 -0.06
0.20 -0.40 -0.06

Output
E_HOMO (spin up / spin down) ... -0.499 / -0.499 Eh
Max |F| ... 0.0189 hartree/bohr
HOMO-LUMO gap (spin up / spin down) ... 5.8 / 5.8 eV
M ... 896.5 u
Total charge ... +2
ΔE to the lowest compared entry with this formula, charge and spin ... 0.0 kcal/mol

---

4.
Computed, not measured: a structure of composition C30H43F5MoP2, with wB97M-V/def2-TZVPD.

Atoms and positions in Å:
Mo: -1.943 0.383 0.590
C: -3.354 1.079 -0.995
C: -3.276 -0.352 -1.076
C: -4.135 0.194 1.018
C: -3.879 1.426 0.303
C: -3.755 -0.897 0.163
C: -3.148 2.035 -2.125
H: -2.599 1.570 -2.947
H: -2.605 2.928 -1.800
H: -4.115 2.370 -2.525
C: -4.119 2.824 0.757
H: -3.571 3.521 0.116
H: -3.770 2.947 1.783
H: -5.179 3.099 0.718
C: -4.780 -0.005 2.348
H: -5.867 0.138 2.308
H: -4.372 0.690 3.080
H: -4.593 -1.021 2.711
C: -4.104 -2.330 0.407
H: -5.179 -2.484 0.234
H: -3.899 -2.636 1.439
H: -3.570 -3.003 -0.269
C: -3.092 -1.151 -2.326
H: -4.075 -1.380 -2.767
H: -2.596 -2.112 -2.133
H: -2.516 -0.609 -3.083
C: 4.988 0.558 -2.161
C: 4.394 0.405 -3.355
C: 4.525 -0.771 -4.279
C: 4.956 -2.107 -3.635
C: 4.060 -2.593 -2.527
C: 4.105 -2.292 -1.230
C: 5.115 -1.421 -0.538
C: 5.871 -0.413 -1.431
H: 5.248 -0.535 -5.078
H: 6.010 -2.051 -3.344
H: 3.563 -0.926 -4.790
H: 6.562 -0.952 -2.088
H: 4.881 1.521 -1.646
H: 3.836 1.250 -3.777
H: 6.500 0.187 -0.755
H: 4.612 -0.866 0.270
H: 3.402 -2.795 -0.547
H: 5.866 -2.056 -0.039
H: 4.901 -2.864 -4.433
H: 3.310 -3.321 -2.872
P: 0.157 0.794 -0.696
P: -0.737 -1.646 1.392
C: 1.430 -0.354 0.029
C: 1.005 -1.056 1.345
H: 2.345 0.242 0.195
H: 1.677 -1.108 -0.740
H: 1.636 -1.939 1.537
H: 1.130 -0.363 2.186
C: -1.135 -2.038 3.107
H: -2.133 -2.504 3.144
H: -1.162 -1.113 3.702
H: -0.389 -2.730 3.530
C: -0.657 -3.184 0.439
H: 0.220 -3.759 0.778
H: -0.554 -2.968 -0.636
H: -1.567 -3.781 0.597
C: 0.582 2.541 -0.490
H: -0.216 3.139 -0.950
H: 1.535 2.770 -0.986
H: 0.639 2.798 0.571
C: 0.229 0.513 -2.480
H: -0.186 -0.472 -2.735
H: 1.275 0.568 -2.828
H: -0.359 1.289 -2.994
F: -3.059 2.136 3.633
C: -1.696 2.282 3.682
C: -0.857 1.746 2.705
C: 0.480 2.038 3.003
F: 1.517 1.662 2.181
C: 0.955 2.736 4.125
F: 2.276 2.942 4.313
C: 0.050 3.231 5.047
F: 0.463 3.919 6.126
C: -1.297 3.002 4.810
F: -2.211 3.483 5.686

Atoms 1-6, force components in eV/Å:
3.65 2.11 3.10
-0.61 -0.79 -0.36
-1.11 0.16 -0.33
-1.20 0.41 -0.79
-1.12 -0.84 0.29
-0.38 0.28 -0.33

Output
E_HOMO (spin up / spin down) ... -0.488 / -0.488 Eh
Max |F| ... 0.1017 hartree/bohr
HOMO-LUMO gap (spin up / spin down) ... 4.3 / 4.9 eV
M ... 656.6 u
Multiplicity ... 3
Total charge ... +2
ΔE to the lowest compared entry with this formula, charge and spin ... 14.5 kcal/mol

---

5.
Computed, not measured: an isolated molecule of C4H9NOS, with wB97M-V/def2-TZVPD.

Atoms and positions in Å:
C: 1.384 1.509 0.891
N: 0.440 1.185 -0.218
C: -0.443 0.110 0.191
C: 0.270 -1.252 0.429
O: 1.328 -1.449 0.015
C: -1.443 -0.203 -0.932
S: -1.870 -1.980 -1.131
H: 2.325 1.892 0.516
H: 0.895 2.327 1.439
H: 1.475 0.775 1.694
H: 1.067 0.732 -0.885
H: -0.964 0.305 1.127
H: -0.222 -1.863 1.200
H: -2.429 0.248 -0.821
H: -1.097 0.125 -1.903
H: -0.714 -2.461 -1.610

Atoms 1-6, force components in eV/Å:
-1.69 1.46 0.72
1.31 -1.03 0.63
-0.61 -1.07 -0.82
-3.35 2.53 2.89
4.37 -1.46 -2.05
-0.55 -0.32 -0.36

Output
E_HOMO ... -0.335 Eh
Max |F| ... 0.0992 hartree/bohr
HOMO-LUMO gap ... 9.9 eV
M ... 119.2 u
SMILES ... CN[C@H](C=O)CS
ΔE to the lowest compared entry with this formula, charge and spin ... 49.3 kcal/mol

---

6.
Computed, not measured: the ion C4H9INO2 with charge +1, with wB97M-V/def2-TZVPD.

Atoms and positions in Å:
O: -0.884 -2.219 -0.971
C: -1.489 -1.532 0.024
C: -0.598 -0.445 0.596
N: 0.063 0.248 -0.579
C: 1.290 0.996 -0.243
I: 2.850 -0.421 0.306
C: 1.342 2.359 0.431
O: 1.448 2.082 -0.970
H: -1.431 -2.977 -1.252
H: -1.757 -2.132 0.872
H: -2.628 -1.100 -0.102
H: 0.222 -1.011 1.089
H: -1.163 0.310 1.196
H: -0.510 0.917 -1.087
H: 0.386 -0.562 -1.057
H: 0.562 2.935 0.758
H: 2.295 2.553 0.990

Atoms 1-6, force components in eV/Å:
0.32 -0.70 -1.44
-4.57 1.95 2.11
-0.18 -0.10 -0.24
0.34 0.66 2.10
0.42 -0.10 2.87
-0.22 0.55 -0.56

Output
E_HOMO ... -0.509 Eh
Max |F| ... 0.1050 hartree/bohr
HOMO-LUMO gap ... 10.1 eV
M ... 230.0 u
Total charge ... +1
SMILES ... OCC[NH2+][C@]1(I)CO1
ΔE to the lowest compared entry with this formula, charge and spin ... 33.2 kcal/mol

---

7.
Computed, not measured: a structure of composition C21H61O10S9, with wB97M-V/def2-TZVPD.

Atoms and positions in Å:
C: -0.175 24.211 13.347
C: -0.956 24.658 14.573
C: -2.507 24.625 14.385
O: -0.598 23.846 15.668
H: -0.214 23.145 13.126
H: 0.900 24.312 13.500
H: -0.583 24.602 12.415
H: -0.753 25.709 14.779
H: -2.805 23.701 13.889
H: -2.822 25.490 13.803
H: -2.991 24.642 15.362
C: 0.489 27.100 12.922
S: -1.265 27.605 13.061
O: -1.149 29.147 13.188
C: -1.924 27.233 11.327
H: 0.509 26.184 13.512
H: 1.293 27.742 13.283
H: 0.817 26.617 12.002
H: -2.159 26.170 11.367
H: -1.103 27.482 10.655
H: -2.893 27.733 11.317
C: -4.643 22.393 13.653
S: -5.888 23.447 14.590
O: -5.396 23.606 16.005
C: -5.475 25.077 13.849
H: -3.684 22.910 13.674
H: -4.899 22.185 12.614
H: -4.533 21.432 14.154
H: -4.457 25.372 14.102
H: -6.276 25.763 14.123
H: -5.502 24.833 12.787
C: -0.510 26.236 19.420
S: -0.296 26.503 17.593
O: 0.799 25.529 17.115
C: -1.799 25.561 17.181
H: 0.475 26.432 19.843
H: -0.796 25.213 19.667
H: -1.271 26.968 19.690
H: -1.756 24.483 17.337
H: -1.905 25.638 16.099
H: -2.696 26.043 17.572
C: -1.287 24.251 10.489
S: -2.314 22.722 10.644
O: -1.406 21.482 10.530
C: -2.714 22.809 12.399
H: -0.557 24.341 11.294
H: -1.847 25.183 10.568
H: -0.764 24.216 9.533
H: -2.878 23.845 12.698
H: -1.907 22.244 12.865
H: -3.692 22.333 12.477
C: 1.111 26.246 15.462
S: 2.789 26.931 14.916
O: 2.679 28.314 14.186
C: 3.361 27.238 16.581
H: 0.591 27.020 16.027
H: 1.220 25.289 15.972
H: 0.445 26.104 14.610
H: 3.287 26.403 17.277
H: 2.715 28.011 16.998
H: 4.407 27.509 16.433
C: 2.410 24.046 13.281
S: 3.115 24.207 14.918
O: 2.085 24.368 16.022
C: 4.154 22.695 15.111
H: 2.992 23.843 12.382
H: 1.677 24.844 13.157
H: 1.709 23.213 13.324
H: 5.061 22.826 14.521
H: 3.606 21.867 14.663
H: 4.287 22.503 16.176
C: -2.208 21.745 15.281
S: -2.959 20.607 16.614
O: -2.880 21.386 17.931
C: -4.688 20.716 15.931
H: -2.804 22.646 15.140
H: -2.301 21.225 14.327
H: -1.224 22.188 15.430
H: -5.051 21.740 15.844
H: -5.272 20.298 16.751
H: -4.991 20.256 14.991
C: -2.781 26.956 15.464
S: -3.888 27.871 14.261
O: -5.303 27.634 14.699
C: -3.649 29.699 14.786
H: -2.925 27.471 16.414
H: -1.743 27.072 15.152
H: -3.101 25.915 15.423
H: -4.177 29.674 15.740
H: -4.202 30.394 14.154
H: -2.621 30.050 14.708
C: 0.092 21.259 15.053
S: 0.947 21.890 13.577
O: 2.370 21.296 13.405
C: -0.130 20.893 12.421
H: -0.612 22.056 15.294
H: 0.851 21.271 15.835
H: -0.351 20.264 15.039
H: -0.286 21.529 11.550
H: -1.119 20.726 12.848
H: 0.408 19.963 12.235

Atoms 1-6, force components in eV/Å:
-3.21 0.86 0.24
-1.26 -3.03 1.55
1.31 -1.12 -0.04
-0.22 0.91 -2.05
-1.74 1.23 0.23
-4.74 0.06 0.72

Output
E_HOMO ... -0.115 Eh
Max |F| ... 0.2900 hartree/bohr
HOMO-LUMO gap ... 5.0 eV
M ... 762.3 u
Total charge ... -1
ΔE to the lowest compared entry with this formula, charge and spin ... 835.7 kcal/mol